Record 1
{
  "formula": "C20H33Br2ClF3N2O5P2",
  "method": "ωB97M-V/def2-TZVPD",
  "e_homo_ev": -11.36,
  "total_charge": 1,
  "multiplicity": 1,
  "elements": ["C", "C", "Br", "C", "Br", "N", "C", "C", "C", "C", "C", "F", "F", "F", "C", "C", "O", "O", "C", "C", "C", "Cl", "C", "P", "O", "C", "P", "C", "O", "H", "H", "H", "H", "H", "H", "H", "H", "H", "H", "H", "H", "H", "H", "H", "H", "H", "H", "H", "H", "H", "H", "C", "C", "C", "O", "C", "N", "H", "H", "H", "H", "H", "H", "H", "H", "H", "H", "H"],
  "xyz": [[0.906, -4.742, 2.685], [-0.230, -3.889, 2.168], [-0.388, -3.964, 0.214], [-0.324, -2.441, 2.734], [1.127, -1.841, 3.867], [-0.769, -1.427, 1.772], [-2.098, -1.154, 1.821], [-2.719, -0.239, 1.005], [-4.195, 0.053, 1.074], [-4.905, -0.392, 2.360], [-5.533, -1.753, 2.230], [-6.616, -1.693, 1.441], [-4.692, -2.650, 1.673], [-5.924, -2.229, 3.417], [-1.921, 0.453, 0.082], [-2.632, 1.467, -0.788], [-3.191, 1.087, -1.755], [-2.688, 2.727, -0.393], [-2.133, 3.052, 0.883], [-2.424, 4.508, 1.214], [-1.489, 4.948, 2.323], [-1.744, 3.985, 3.816], [-0.560, 0.147, -0.007], [0.393, 1.087, -1.280], [-0.196, 2.429, -1.470], [0.009, -0.805, 0.853], [1.832, -1.048, 0.523], [2.592, 0.245, 1.582], [2.302, -2.464, 1.155], [0.855, -5.723, 2.229], [1.883, -4.287, 2.591], [0.726, -4.901, 3.748], [-1.137, -4.393, 2.475], [-1.115, -2.484, 3.465], [-2.677, -1.705, 2.541], [-4.350, 1.124, 0.977], [-4.687, -0.376, 0.203], [-5.725, 0.298, 2.531], [-4.264, -0.316, 3.234], [-2.581, 2.452, 1.670], [-1.052, 2.931, 0.884], [-2.232, 5.111, 0.331], [-3.448, 4.620, 1.557], [-1.591, 5.998, 2.563], [-0.461, 4.758, 2.033], [1.750, 1.169, -0.952], [0.298, 0.324, -2.457], [3.344, 0.753, 0.987], [1.830, 0.962, 1.876], [3.052, -0.191, 2.460], [2.724, -3.008, 0.481], [4.629, 0.157, -5.644], [3.772, 1.108, -4.817], [4.052, 1.035, -3.309], [3.496, -0.098, -2.654], [4.263, -1.284, -2.751], [2.360, 0.874, -5.135], [4.283, -0.874, -5.572], [4.586, 0.435, -6.696], [5.675, 0.192, -5.331], [4.017, 2.127, -5.130], [3.580, 1.903, -2.838], [5.126, 1.104, -3.099], [5.335, -1.072, -2.747], [4.004, -1.855, -3.645], [4.026, -1.902, -1.882], [1.786, 1.579, -4.678], [2.082, -0.003, -4.702]],
  "forces_ev_per_angstrom": [[-0.2, 0.0, 0.5], [0.2, -0.1, -0.3], [0.1, 0.0, 0.0], [0.0, -0.5, 0.3], [-0.1, 0.1, -0.1], [-0.5, 0.8, -0.3], [-0.3, 0.2, -0.3], [0.1, -0.1, -0.1], [-0.1, -0.1, 0.5], [0.0, 0.4, -0.4], [-0.4, 0.2, 0.1], [0.1, -0.1, 0.0], [0.2, -0.2, 0.1], [0.1, -0.1, 0.0], [0.6, -0.1, 0.5], [0.6, 0.6, 0.5], [-0.6, -0.7, -1.3], [-0.3, 0.0, 0.5], [0.0, 0.7, 0.3], [0.2, -0.3, 0.2], [0.2, -0.1, -0.2], [-0.1, 0.1, 0.1], [0.0, -0.2, 0.3], [0.0, 0.7, -0.9], [-0.2, 0.1, 0.3], [0.4, -0.2, 0.4], [0.2, 0.2, -1.2], [-0.4, -0.2, -0.1], [0.1, 0.0, 0.6], [0.1, -0.1, -0.2], [0.1, 0.0, -0.3], [0.1, 0.0, 0.1], [-0.3, 0.1, 0.0], [-0.2, 0.1, 0.1], [0.1, -0.1, 0.1], [0.1, 0.2, -0.1], [0.0, -0.1, -0.1], [-0.2, 0.0, 0.1], [0.1, -0.2, 0.1], [0.0, -0.4, 0.0], [0.1, -0.3, -0.2], [-0.1, 0.2, -0.1], [-0.2, 0.2, -0.2], [-0.1, 0.1, 0.2], [0.2, 0.1, 0.0], [0.0, -0.4, 0.2], [0.3, -0.4, 0.3], [0.1, 0.0, -0.1], [0.0, 0.2, 0.2], [0.0, 0.0, 0.1], [-0.2, -0.1, -0.1], [0.1, 0.0, -0.1], [0.0, -0.3, 0.0], [-0.1, 0.3, 0.0], [0.1, 0.1, 0.1], [-0.2, -0.1, 0.0], [0.0, 0.1, 0.3], [0.0, 0.0, 0.0], [-0.1, 0.0, 0.0], [0.0, 0.0, 0.0], [0.0, 0.0, 0.1], [0.0, 0.0, 0.0], [0.0, -0.1, -0.1], [0.0, 0.0, 0.0], [0.1, 0.0, 0.0], [0.0, 0.0, 0.0], [0.0, 0.1, -0.2], [0.0, -0.1, -0.1]],
  "nbo_charge": [-0.64, -0.26, 0.03, -0.10, 0.10, -0.33, 0.10, -0.01, -0.44, -0.50, 0.98, -0.31, -0.34, -0.31, 0.03, 0.79, -0.51, -0.46, -0.08, -0.44, -0.35, -0.09, -0.41, 1.51, -1.08, 0.01, 1.13, -0.97, -0.99, 0.25, 0.24, 0.23, 0.24, 0.24, 0.24, 0.25, 0.27, 0.26, 0.23, 0.18, 0.19, 0.24, 0.22, 0.23, 0.21, -0.04, -0.04, 0.26, 0.24, 0.27, 0.52, -0.62, -0.09, -0.07, -0.57, -0.24, -0.81, 0.20, 0.23, 0.21, 0.20, 0.18, 0.17, 0.18, 0.18, 0.17, 0.35, 0.35]
}

Record 2
{
  "formula": "C20H33Cl6N7",
  "method": "ωB97M-V/def2-TZVPD",
  "de_lowest_kj_mol": 2372.6,
  "e_homo_ev": -8.89,
  "total_charge": 0,
  "multiplicity": 1,
  "elements": ["C", "C", "N", "H", "H", "H", "C", "C", "N", "H", "H", "H", "C", "C", "N", "H", "H", "H", "C", "C", "N", "H", "H", "H", "C", "C", "N", "H", "H", "H", "C", "C", "N", "H", "H", "H", "C", "C", "N", "H", "H", "H", "Cl", "C", "C", "Cl", "H", "H", "H", "H", "Cl", "C", "C", "Cl", "H", "H", "H", "H", "Cl", "C", "C", "Cl", "H", "H", "H", "H"],
  "xyz": [[-4.300, 0.845, -1.810], [-2.915, 1.031, -1.433], [-1.785, 1.152, -1.180], [-4.764, 1.816, -1.983], [-4.835, 0.374, -0.986], [-4.364, 0.252, -2.722], [-2.374, -1.838, -0.194], [-3.764, -1.576, -0.320], [-4.901, -1.432, -0.468], [-2.257, -2.563, 0.611], [-1.951, -0.839, -0.083], [-1.906, -2.267, -1.081], [3.074, 0.867, 3.362], [2.284, 1.380, 2.304], [1.699, 1.788, 1.385], [3.192, 1.600, 4.160], [4.041, 0.558, 2.966], [2.620, -0.052, 3.733], [-2.420, 1.064, 1.493], [-3.850, 0.898, 1.057], [-4.942, 0.713, 0.788], [-2.452, 1.601, 2.441], [-1.851, 1.695, 0.811], [-1.939, 0.098, 1.648], [0.521, 2.147, -2.528], [0.677, 1.497, -3.841], [0.836, 1.008, -4.861], [-0.546, 2.277, -2.345], [1.012, 3.120, -2.536], [0.888, 1.497, -1.734], [-0.407, -1.048, -3.720], [-0.825, -2.439, -3.565], [-1.095, -3.556, -3.525], [0.486, -1.083, -4.345], [-0.065, -0.680, -2.752], [-1.140, -0.466, -4.278], [0.046, -0.018, 3.948], [-1.315, 0.483, 3.923], [-2.440, 0.919, 3.949], [0.560, 0.503, 3.140], [-0.042, -1.085, 3.745], [0.564, 0.229, 4.875], [3.834, -0.531, 1.534], [2.540, -1.307, 2.466], [2.177, -2.666, 1.837], [1.771, -2.509, 0.115], [1.716, -0.595, 2.427], [2.874, -1.531, 3.479], [1.382, -3.085, 2.453], [2.960, -3.408, 1.992], [3.441, 1.297, -3.740], [2.734, 0.296, -2.486], [3.138, 0.664, -1.098], [2.428, 2.189, -0.641], [2.979, -0.729, -2.762], [1.655, 0.420, -2.572], [4.218, 0.734, -0.966], [2.832, -0.031, -0.317], [-0.257, -0.330, 1.999], [-0.288, 0.591, 0.496], [0.434, -0.215, -0.538], [-0.442, -1.804, -0.996], [0.120, 1.589, 0.657], [-1.339, 0.695, 0.225], [1.400, -0.558, -0.167], [0.639, 0.354, -1.445]],
  "forces_ev_per_angstrom": [[-0.4, 0.7, -0.8], [1.1, 0.2, -0.6], [-3.4, 0.8, -3.3], [0.2, 0.1, -0.1], [0.0, 0.3, -1.0], [0.1, 0.0, 0.0], [-5.0, -0.2, 1.9], [-3.2, -1.5, -0.3], [1.0, -1.4, 0.0], [0.4, 0.4, 0.3], [-0.5, -0.9, 0.6], [-4.6, -0.8, 0.1], [0.9, 2.0, 3.3], [-0.8, 1.9, -1.4], [0.4, -0.1, 5.7], [-0.3, 0.1, 0.1], [-0.2, 1.4, 1.6], [0.4, 1.9, 1.0], [-4.4, 2.2, -0.1], [2.4, 0.9, 1.7], [-1.1, 0.9, 1.0], [-0.4, 0.0, -1.1], [-1.7, 0.7, 1.0], [-2.2, 0.8, 0.0], [-1.4, 0.6, -1.8], [-0.8, 1.5, 0.2], [-0.3, 0.3, -0.7], [0.2, 0.2, -0.2], [0.1, -0.3, 0.0], [-0.6, 2.1, -1.2], [0.5, -1.0, -0.8], [-0.3, -0.3, -0.6], [-0.1, 0.2, 0.1], [-0.1, -0.1, -0.1], [-0.7, 0.3, -0.9], [0.0, 0.0, 0.5], [1.2, 2.0, 6.8], [-5.6, 2.6, 2.7], [5.9, -2.8, 1.8], [1.0, 0.9, 3.4], [0.8, -0.2, 1.2], [-0.4, -0.5, 1.0], [1.7, -3.7, -2.6], [0.0, -2.9, -1.5], [0.7, 0.3, 0.7], [2.0, -2.7, 1.9], [0.5, -1.3, -0.2], [0.1, -0.3, -0.2], [-0.7, 0.2, -0.5], [0.4, 0.3, -0.4], [1.3, 0.4, 0.1], [-0.2, -1.0, -0.4], [1.3, -0.3, 0.2], [3.1, 2.1, -1.9], [0.1, -0.1, 0.4], [1.4, -0.9, -0.4], [0.0, 0.2, -0.3], [0.2, 0.2, -1.1], [-1.1, -3.1, -11.7], [0.3, -2.8, -2.0], [0.6, -0.4, 0.1], [10.3, 3.1, -1.6], [-0.4, -0.5, -0.2], [2.7, -1.4, 0.1], [-1.1, 0.5, -0.2], [-1.2, -1.6, 1.0]],
  "nbo_charge": [-0.78, 0.46, -0.53, 0.26, 0.34, 0.26, -0.74, 0.29, -0.35, 0.26, 0.26, 0.25, -0.78, 0.31, -0.44, 0.26, 0.27, 0.26, -0.77, 0.31, -0.36, 0.30, 0.25, 0.23, -0.77, 0.30, -0.36, 0.28, 0.27, 0.25, -0.75, 0.29, -0.36, 0.28, 0.25, 0.27, -0.78, 0.30, -0.35, 0.30, 0.24, 0.23, 0.00, -0.46, -0.41, 0.00, 0.27, 0.22, 0.22, 0.23, -0.02, -0.44, -0.43, 0.05, 0.24, 0.22, 0.23, 0.24, 0.05, -0.53, -0.38, -0.02, 0.30, 0.29, 0.24, 0.20]
}

Computed gap between HOMO and LUMO, in the same sequence as the records: 0.2531 0.3170 Ha.
Computed E, in the same sequence as the records: -213824.453 -106813.650 eV.
Computed LUMO energy, in the same sequence as the records: -4.47 -0.26 eV.